# 1
{"formula": "H16O8", "method": "ωB97M-V with the def2-TZVPD basis set", "de_lowest_kcal_mol": 9.0, "charge": 1, "s2": 0.758, "multiplicity": 2, "lumo_energy_ha": [-0.1233, -0.3901], "e_homo_ev": [-14.59, -14.59], "species": ["O", "H", "H", "O", "H", "H", "O", "H", "H", "O", "H", "H", "O", "H", "H", "O", "H", "H", "O", "H", "H", "O", "H", "H"], "positions_angstrom": [[0.71, 2.89, 1.27], [-0.17, 2.68, 0.95], [0.97, 3.65, 0.75], [0.35, 1.28, -2.01], [0.79, 1.78, -2.71], [1.04, 1.12, -1.37], [-0.08, -2.62, -1.38], [0.81, -2.27, -1.26], [-0.10, -2.90, -2.29], [-1.01, -3.89, 0.75], [-0.48, -4.66, 0.97], [-0.48, -3.41, 0.11], [-0.75, -0.25, 0.11], [-0.75, 0.31, -0.67], [-0.42, -1.09, -0.21], [-0.67, -1.51, 2.50], [-0.50, -1.00, 1.70], [-1.33, -2.15, 2.25], [-1.80, 3.23, -0.24], [-1.48, 4.11, -0.45], [-1.30, 2.65, -0.82], [2.24, 0.48, 0.35], [1.69, 1.24, 0.54], [2.73, 0.33, 1.16]]}

***

# 2
{"formula": "C6H10N2O3", "method": "ωB97M-V with the def2-TZVPD basis set", "smiles": "O=NN1CCC(C(=O)O)CC1", "de_lowest_kcal_mol": 105.1, "multiplicity": 1, "lumo_energy_ha": 0.0115, "e_homo_ev": -9.50, "species": ["O", "N", "N", "C", "C", "C", "C", "O", "O", "C", "C", "H", "H", "H", "H", "H", "H", "H", "H", "H", "H"], "positions_angstrom": [[-3.07, -1.65, -1.13], [-2.26, -0.88, -1.64], [-1.02, -1.06, -1.14], [-0.25, 0.12, -1.51], [1.20, 0.21, -0.92], [0.96, 0.28, 0.62], [0.75, 1.70, 1.09], [-0.27, 2.27, 0.92], [1.74, 2.46, 1.80], [-0.47, -0.31, 1.07], [-0.71, -1.54, 0.24], [-0.23, 0.10, -2.62], [-0.87, 1.04, -1.32], [1.88, -0.63, -1.06], [1.67, 1.08, -1.29], [1.77, -0.14, 1.22], [2.43, 1.74, 1.94], [-0.50, -0.61, 2.13], [-1.43, 0.35, 0.92], [-1.55, -2.29, 0.36], [0.21, -2.23, 0.32]]}

***

# 3
{"formula": "C2H7N2O2", "method": "ωB97M-V with the def2-TZVPD basis set", "de_lowest_kcal_mol": 50.1, "charge": 1, "multiplicity": 1, "lumo_energy_ha": -0.1698, "e_homo_ev": -14.49, "species": ["C", "C", "N", "N", "O", "O", "H", "H", "H", "H", "H", "H", "H"], "positions_angstrom": [[-1.19, 0.63, -1.73], [0.64, -0.94, 0.66], [-0.11, 0.64, -1.04], [1.17, 0.08, 1.32], [-2.05, -0.35, -1.60], [-0.64, -1.44, 0.84], [-1.62, 1.46, -2.28], [1.12, -1.36, -0.14], [0.62, 1.41, -0.99], [-1.66, -1.04, -0.99], [0.78, 0.60, 2.04], [2.18, 0.32, 1.34], [-1.19, -1.01, 1.52]]}

***

# 4
{"formula": "CH6N4OS", "method": "ωB97M-V with the def2-TZVPD basis set", "smiles": "NN/C(=N/S)NO", "de_lowest_kcal_mol": 25.7, "multiplicity": 1, "lumo_energy_ha": 0.0288, "e_homo_ev": -7.85, "species": ["N", "N", "C", "N", "S", "N", "O", "H", "H", "H", "H", "H", "H"], "positions_angstrom": [[2.14, -0.18, 0.19], [1.02, -0.81, -0.43], [-0.17, -0.21, -0.10], [-1.21, -1.01, -0.18], [-2.80, -0.36, 0.12], [-0.10, 1.10, 0.22], [-0.96, 1.98, -0.39], [2.90, -0.46, -0.37], [2.28, -0.46, 1.19], [1.08, -1.80, -0.21], [-3.39, -1.41, -0.51], [0.82, 1.50, 0.14], [-1.60, 2.12, 0.31]]}

***

# 5
{"formula": "C56H125Hg2N11O19", "method": "ωB97M-V with the def2-TZVPD basis set", "multiplicity": 1, "lumo_energy_ha": -0.1859, "e_homo_ev": -7.59, "species": ["Hg", "Hg", "C", "C", "C", "O", "C", "C", "C", "O", "O", "O", "H", "H", "C", "C", "C", "O", "C", "C", "C", "O", "O", "O", "H", "H", "C", "C", "C", "O", "C", "N", "H", "H", "H", "H", "H", "H", "H", "H", "H", "H", "H", "C", "C", "C", "O", "C", "N", "H", "H", "H", "H", "H", "H", "H", "H", "H", "H", "H", "C", "C", "C", "O", "C", "N", "H", "H", "H", "H", "H", "H", "H", "H", "H", "H", "H", "C", "C", "C", "O", "C", "N", "H", "H", "H", "H", "H", "H", "H", "H", "H", "H", "H", "C", "C", "C", "O", "C", "N", "H", "H", "H", "H", "H", "H", "H", "H", "H", "H", "H", "C", "C", "C", "O", "C", "N", "H", "H", "H", "H", "H", "H", "H", "H", "H", "H", "H", "C", "C", "C", "O", "C", "N", "H", "H", "H", "H", "H", "H", "H", "H", "H", "H", "H", "C", "C", "C", "O", "C", "N", "H", "H", "H", "H", "H", "H", "H", "H", "H", "H", "H", "C", "C", "C", "O", "C", "N", "H", "H", "H", "H", "H", "H", "H", "H", "H", "H", "H", "C", "C", "C", "O", "C", "N", "H", "H", "H", "H", "H", "H", "H", "H", "H", "H", "H", "C", "C", "C", "O", "C", "N", "H", "H", "H", "H", "H", "H", "H", "H", "H", "H", "H"], "positions_angstrom": [[-2.03, -3.35, 1.85], [-2.12, 7.33, 3.29], [0.14, 2.21, 1.65], [-0.20, 0.82, 1.26], [-1.00, 0.71, -0.12], [-1.56, -0.34, -0.31], [-1.13, 1.84, -0.96], [-0.75, 3.05, -0.56], [-0.10, 3.25, 0.85], [0.02, 4.39, 1.52], [-0.93, 3.99, -1.46], [0.06, -0.25, 1.82], [0.58, 2.34, 2.63], [-1.41, 1.75, -2.00], [-3.24, 2.16, 6.29], [-3.52, 0.90, 5.85], [-4.03, 0.62, 4.49], [-4.15, -0.54, 3.92], [-4.18, 1.65, 3.61], [-3.93, 3.08, 3.94], [-3.36, 3.33, 5.40], [-3.02, 4.54, 5.58], [-4.05, 3.95, 3.08], [-3.20, -0.06, 6.67], [-2.74, 2.35, 7.22], [-4.36, 1.44, 2.56], [6.09, -0.16, -3.97], [5.24, 0.89, -3.24], [3.83, 0.46, -2.88], [3.13, 0.31, -4.10], [2.72, 1.51, -4.81], [6.02, 1.17, -2.07], [7.11, 0.22, -4.00], [5.72, -0.37, -4.97], [6.09, -1.11, -3.44], [5.19, 1.84, -3.77], [3.38, 1.13, -2.15], [3.95, -0.53, -2.44], [2.59, 2.41, -4.21], [1.76, 1.24, -5.25], [3.39, 1.65, -5.66], [5.42, 1.77, -1.52], [6.15, 0.33, -1.53], [-2.37, -2.52, -5.50], [-1.69, -3.84, -5.16], [-1.17, -4.65, -6.36], [-2.23, -5.03, -7.22], [-1.82, -5.49, -8.53], [-0.62, -3.54, -4.20], [-3.24, -2.71, -6.13], [-1.73, -1.87, -6.09], [-2.76, -1.94, -4.66], [-2.35, -4.53, -4.62], [-0.68, -5.56, -6.03], [-0.35, -4.20, -6.92], [-2.70, -5.54, -9.18], [-1.34, -6.46, -8.55], [-1.18, -4.76, -9.03], [-0.98, -2.91, -3.51], [0.05, -2.90, -4.60], [10.65, -3.26, 0.47], [9.36, -2.51, 0.13], [8.59, -1.98, 1.36], [7.29, -1.64, 1.01], [6.45, -1.13, 2.09], [9.68, -1.41, -0.79], [11.42, -2.74, 1.04], [11.03, -3.70, -0.45], [10.32, -4.14, 1.02], [8.81, -3.28, -0.40], [9.13, -1.12, 1.75], [8.56, -2.69, 2.18], [6.08, -1.87, 2.80], [5.55, -0.63, 1.72], [6.94, -0.28, 2.56], [8.88, -0.81, -0.95], [10.41, -0.81, -0.42], [2.72, -5.48, 1.51], [2.41, -4.90, 0.13], [3.23, -5.48, -1.07], [2.99, -6.90, -1.25], [3.43, -7.34, -2.54], [0.96, -5.23, -0.08], [2.50, -4.70, 2.24], [3.79, -5.70, 1.53], [2.23, -6.43, 1.70], [2.48, -3.82, 0.03], [4.28, -5.45, -0.78], [3.18, -4.92, -2.00], [2.82, -7.03, -3.39], [3.56, -8.40, -2.73], [4.43, -6.95, -2.74], [0.77, -5.00, -1.05], [1.13, -6.22, -0.13], [4.65, 5.82, -0.60], [5.18, 5.57, 0.82], [4.85, 6.79, 1.79], [5.77, 6.87, 2.86], [5.83, 5.81, 3.77], [4.72, 4.30, 1.20], [3.58, 6.02, -0.60], [4.80, 5.02, -1.32], [5.06, 6.74, -1.02], [6.27, 5.53, 0.83], [3.83, 6.79, 2.18], [5.01, 7.70, 1.20], [6.40, 6.24, 4.59], [6.39, 5.00, 3.31], [4.82, 5.48, 4.01], [3.75, 4.41, 1.46], [5.06, 4.09, 2.13], [-7.33, -5.06, 0.86], [-6.38, -5.62, -0.14], [-7.01, -5.79, -1.57], [-6.03, -6.09, -2.56], [-6.59, -6.25, -3.87], [-5.27, -4.75, -0.27], [-7.06, -5.03, 1.92], [-8.21, -5.70, 0.82], [-7.59, -4.04, 0.59], [-5.98, -6.53, 0.31], [-7.48, -4.84, -1.83], [-7.77, -6.57, -1.53], [-7.38, -6.99, -3.94], [-5.77, -6.57, -4.51], [-7.03, -5.34, -4.28], [-4.94, -5.01, -1.19], [-5.75, -3.88, -0.45], [-2.51, 8.17, -5.71], [-3.64, 7.11, -5.79], [-3.23, 5.92, -6.64], [-4.22, 4.89, -6.50], [-3.85, 3.53, -6.84], [-3.89, 6.73, -4.43], [-1.68, 7.87, -5.07], [-2.90, 9.09, -5.26], [-2.07, 8.48, -6.65], [-4.53, 7.58, -6.20], [-2.32, 5.50, -6.21], [-2.97, 6.17, -7.66], [-4.28, 3.20, -7.78], [-4.18, 2.80, -6.10], [-2.77, 3.37, -6.87], [-4.55, 5.97, -4.43], [-3.08, 6.22, -4.10], [-6.74, 2.02, -2.15], [-7.46, 0.65, -2.15], [-7.74, 0.10, -3.55], [-8.35, 1.04, -4.38], [-9.69, 1.34, -4.04], [-6.57, -0.21, -1.40], [-5.72, 1.81, -2.48], [-6.69, 2.45, -1.15], [-7.23, 2.75, -2.79], [-8.42, 0.77, -1.64], [-8.26, -0.86, -3.49], [-6.75, -0.15, -3.94], [-10.14, 2.03, -4.76], [-9.79, 1.90, -3.11], [-10.36, 0.49, -3.90], [-6.64, -0.01, -0.41], [-5.63, -0.04, -1.70], [-1.70, 11.68, 0.92], [-1.04, 10.60, 0.07], [0.50, 10.70, 0.14], [0.97, 10.64, 1.46], [2.11, 11.47, 1.87], [-1.56, 9.27, 0.38], [-1.33, 12.68, 0.68], [-1.53, 11.50, 1.98], [-2.77, 11.67, 0.70], [-1.25, 10.85, -0.97], [0.83, 11.68, -0.19], [1.01, 9.86, -0.31], [2.47, 11.31, 2.88], [1.94, 12.55, 1.77], [2.94, 11.29, 1.18], [-2.46, 9.19, -0.08], [-0.97, 8.78, -0.28], [-1.84, -6.06, 6.85], [-1.46, -6.09, 5.31], [-2.67, -6.57, 4.44], [-2.34, -6.48, 3.06], [-2.05, -7.71, 2.50], [-1.25, -4.73, 4.93], [-2.74, -5.45, 6.99], [-1.05, -5.61, 7.44], [-2.03, -7.09, 7.14], [-0.54, -6.64, 5.12], [-3.52, -5.92, 4.61], [-2.99, -7.58, 4.72], [-1.89, -7.63, 1.43], [-2.85, -8.44, 2.65], [-1.15, -8.11, 2.97], [-0.39, -4.33, 5.26], [-1.83, -4.22, 5.59], [4.47, -5.08, 9.99], [3.45, -4.53, 8.91], [3.48, -3.02, 8.65], [2.63, -2.65, 7.58], [2.45, -1.28, 7.44], [3.72, -5.25, 7.67], [4.68, -6.13, 9.79], [4.11, -4.95, 11.01], [5.44, -4.59, 9.83], [2.43, -4.78, 9.20], [4.53, -2.75, 8.54], [3.12, -2.64, 9.60], [3.33, -0.67, 7.24], [1.89, -0.91, 8.30], [1.90, -1.03, 6.53], [3.16, -4.92, 6.90], [3.59, -6.25, 7.72]]}

***

Please write out number 3 again, unchanged.
{"formula": "C2H7N2O2", "method": "ωB97M-V with the def2-TZVPD basis set", "de_lowest_kcal_mol": 50.1, "charge": 1, "multiplicity": 1, "lumo_energy_ha": -0.1698, "e_homo_ev": -14.49, "species": ["C", "C", "N", "N", "O", "O", "H", "H", "H", "H", "H", "H", "H"], "positions_angstrom": [[-1.19, 0.63, -1.73], [0.64, -0.94, 0.66], [-0.11, 0.64, -1.04], [1.17, 0.08, 1.32], [-2.05, -0.35, -1.60], [-0.64, -1.44, 0.84], [-1.62, 1.46, -2.28], [1.12, -1.36, -0.14], [0.62, 1.41, -0.99], [-1.66, -1.04, -0.99], [0.78, 0.60, 2.04], [2.18, 0.32, 1.34], [-1.19, -1.01, 1.52]]}